{"formula": "C2H3FN2O6", "method": "ωB97M-V with the def2-TZVPD basis set", "species": ["C", "C", "N", "N", "O", "O", "O", "O", "O", "O", "F", "H", "H", "H"], "coordinates": [[1.16232, -0.24550, -0.14562], [-0.11007, -0.78465, 0.43303], [-1.02355, -1.57858, -0.21896], [-1.46178, 1.57417, -0.04357], [-0.73837, -1.92480, -1.36340], [-2.07200, -1.83978, 0.36025], [-2.08071, 1.46080, -1.00637], [-1.16281, 2.22496, 0.85921], [2.12904, -0.00921, 0.80779], [0.80732, 0.94315, -0.83711], [-0.34889, -0.52656, 1.73215], [1.57347, -0.98073, -0.85385], [1.74486, 0.41780, 1.59159], [1.58118, 1.26891, -1.31514]], "atomic_forces_ev_per_a": [[0.1, 0.3, -0.9], [0.8, 0.4, 2.1], [-1.1, -0.3, -0.3], [1.9, -4.1, 0.7], [0.3, 0.1, 0.0], [0.2, 0.0, 0.1], [-2.2, 1.4, -2.3], [-0.2, 3.1, 1.7], [0.0, -0.2, 0.6], [0.2, -0.3, 0.0], [0.1, -0.3, -1.7], [-0.1, 0.1, 0.3], [0.1, 0.0, -0.3], [0.0, -0.2, 0.1]], "total_charge": 0, "spin_multiplicity": 3, "homo_ev": [-8.9626, -11.3396], "orbital_gap_ev": [9.2, 8.9], "s2": 2.0088, "max_force_ha_per_bohr": 0.0890}